Entry 1:
The following is a quantum chemistry calculation of C32H31BF4NiSb2 as an isolated structure, from the Open Molecules 2025 dataset.

```
71
Properties=species:S:1:pos:R:3:mulliken_charge:R:1
Ni 2.374 -0.376 0.383 0.149
C 4.226 0.477 0.770 -0.508
C 3.379 0.824 1.881 -0.228
C 2.953 -0.365 2.464 -0.497
C 3.576 -1.459 1.758 -0.459
C 4.421 -0.935 0.767 -0.664
H 4.706 1.184 0.111 0.772
H 3.074 1.822 2.153 0.426
H 2.232 -0.470 3.258 0.457
H 3.411 -2.503 1.972 0.520
H 5.029 -1.495 0.076 0.444
C -2.312 1.694 -1.189 -1.651
C -1.169 2.631 -1.602 -0.117
C 0.134 2.416 -0.828 -1.655
Sb 1.600 1.034 -1.495 1.687
C 2.951 2.343 -2.472 0.283
C 2.576 3.621 -2.878 -0.141
C 3.473 4.433 -3.561 -0.724
C 4.751 3.975 -3.842 -0.442
C 5.132 2.700 -3.445 -0.660
C 4.235 1.890 -2.765 -0.767
C 0.896 -0.019 -3.174 0.132
C 0.724 -1.396 -3.065 -0.448
C 0.288 -2.125 -4.162 -0.667
C 0.024 -1.482 -5.362 -0.300
C 0.199 -0.109 -5.472 -0.779
C 0.635 0.627 -4.379 -0.291
Sb -2.744 0.054 -2.547 0.915
C -4.660 -0.268 -1.646 0.215
C -4.731 -0.529 -0.278 -0.297
C -5.956 -0.762 0.333 -0.597
C -7.124 -0.751 -0.415 -0.438
C -7.063 -0.510 -1.780 -0.591
C -5.839 -0.273 -2.390 -0.430
C -3.499 1.377 -4.063 -0.091
C -4.341 2.447 -3.757 -0.086
C -4.798 3.300 -4.750 -0.681
C -4.420 3.095 -6.072 -0.394
C -3.589 2.034 -6.393 -0.541
C -3.132 1.183 -5.391 -0.443
H -3.250 2.245 -1.128 0.547
H -2.129 1.263 -0.202 0.620
H -1.481 3.659 -1.395 0.522
H -1.005 2.600 -2.687 0.057
H -0.081 2.115 0.196 0.620
H 0.703 3.347 -0.768 0.686
H 1.579 3.992 -2.672 0.279
H 3.170 5.424 -3.874 0.402
H 5.449 4.610 -4.371 0.382
H 6.128 2.337 -3.666 0.391
H 4.542 0.892 -2.467 0.479
H 0.906 -1.901 -2.124 0.279
H 0.145 -3.194 -4.073 0.413
H -0.319 -2.051 -6.217 0.393
H -0.002 0.393 -6.410 0.401
H 0.781 1.696 -4.477 0.315
H -3.828 -0.562 0.321 0.270
H -5.996 -0.958 1.397 0.404
H -8.078 -0.936 0.063 0.361
H -7.971 -0.506 -2.372 0.376
H -5.807 -0.079 -3.456 0.430
H -4.662 2.613 -2.735 0.294
H -5.453 4.124 -4.495 0.392
H -4.777 3.760 -6.849 0.369
H -3.296 1.864 -7.422 0.399
H -2.485 0.355 -5.653 0.390
F -0.170 -1.935 2.312 -0.316
B -0.359 -1.145 1.212 0.272
F 0.769 -1.461 0.253 -0.336
F -0.219 0.212 1.500 -0.355
F -1.517 -1.404 0.512 -0.148
```

## Properties
Relative energy (zero: lowest compared OMol25 entry of this formula, charge and spin) (eV): 0.000
Maximum force (eV/Å): 0.3
E_HOMO (alpha / beta) (Eh): -0.2967 / -0.2967
2S+1: 1
HOMO-LUMO gap (alpha / beta) (eV): 7.565 / 7.657

Entry 2:
The following is a quantum chemistry calculation of C32H31Br2MoN5O7Se as an isolated structure at a distorted geometry, from the Open Molecules 2025 dataset.

```
79
Properties=species:S:1:pos:R:3:mulliken_charge:R:1
Mo 0.239 0.319 -0.016 0.226
C -2.667 1.060 1.379 -1.006
N -1.196 1.331 1.294 1.522
C -0.747 2.334 1.958 -0.158
C 0.636 2.677 1.842 -0.941
C 1.456 3.604 2.473 -0.974
C 2.737 3.416 1.931 -1.126
C 2.625 2.382 0.998 -0.707
N 1.357 1.940 0.939 1.752
C -3.195 1.097 2.791 -0.093
C -2.721 0.215 3.763 0.114
C -3.244 0.235 5.046 -0.958
C -4.254 1.134 5.379 -0.405
C -4.730 2.015 4.421 -0.726
C -4.196 1.997 3.135 -0.144
H -2.860 0.098 0.921 0.254
H -3.173 1.818 0.783 0.396
H -1.413 2.904 2.604 0.589
H 1.154 4.315 3.229 0.550
H 3.639 3.958 2.174 0.462
H 3.406 1.975 0.371 0.462
H -1.980 -0.528 3.495 0.325
H -2.875 -0.466 5.786 0.409
H -4.677 1.132 6.377 0.380
H -5.518 2.717 4.669 0.388
H -4.573 2.688 2.385 0.395
Br 4.369 -3.460 3.760 -0.146
C 3.257 -2.303 2.788 -0.603
C 2.124 -1.791 3.360 -0.682
C 1.309 -1.003 2.570 -0.797
N 1.608 -0.700 1.312 1.360
C 2.747 -1.140 0.782 0.005
C 3.591 -1.964 1.479 -0.769
C 3.035 -0.637 -0.609 1.211
C 4.187 -0.961 -1.286 -0.711
C 4.397 -0.413 -2.542 -0.822
Br 5.926 -0.868 -3.520 -0.136
C 3.482 0.469 -3.059 -0.686
C 2.352 0.738 -2.310 -0.863
N 2.120 0.176 -1.128 1.862
H 1.839 -2.033 4.374 0.499
H 0.380 -0.601 2.950 0.109
H 4.489 -2.358 1.026 0.576
H 4.914 -1.632 -0.851 0.636
H 3.628 0.937 -4.022 0.495
H 1.589 1.414 -2.663 0.299
O -2.322 0.283 -1.790 -0.351
C -2.756 -0.735 -2.678 -0.712
C -2.045 -0.669 -4.017 -0.835
C -0.512 -0.666 -3.911 0.043
C 0.055 -1.936 -3.321 0.230
C 0.088 -3.096 -4.090 -0.738
C 0.569 -4.269 -3.542 -0.760
C 0.986 -4.261 -2.221 -1.010
C 0.919 -3.070 -1.526 -0.129
N 0.492 -1.917 -2.054 0.995
H -2.398 1.163 -2.181 0.312
H -3.836 -0.673 -2.839 0.394
H -2.551 -1.681 -2.174 0.288
H -2.351 0.242 -4.542 0.418
H -2.366 -1.526 -4.619 0.453
H -0.215 0.171 -3.281 -0.816
H -0.095 -0.523 -4.911 0.589
H -0.269 -3.066 -5.114 0.509
H 0.603 -5.179 -4.130 0.415
H 1.325 -5.160 -1.722 0.494
H 1.187 -3.055 -0.472 0.050
C -0.077 4.055 -1.743 -1.261
C -0.880 2.787 -1.708 0.580
O -2.052 2.740 -2.006 -0.720
O -0.178 1.732 -1.325 -0.022
H -0.682 4.871 -2.125 0.386
H 0.808 3.921 -2.369 0.273
H 0.274 4.283 -0.733 0.190
O 0.043 -3.207 1.769 -0.570
Se -1.316 -2.765 0.973 0.860
O -1.615 -3.538 -0.417 -0.581
O -0.821 -1.111 0.389 -0.182
O -2.590 -2.377 1.889 -0.616
```

## Properties
Relative energy (zero: lowest compared OMol25 entry of this formula, charge and spin) (eV): 0.957
Maximum force (eV/Å): 2.0
E_HOMO (alpha / beta) (Eh): -0.2924 / -0.3051
2S+1: 3
HOMO-LUMO gap (alpha / beta) (eV): 6.789 / 6.982

Entry 3:
The following is a quantum chemistry calculation of C32H31Cl2N8NaO4PS as an isolated structure, from the Open Molecules 2025 dataset.

```
80
Properties=species:S:1:pos:R:3:mulliken_charge:R:1
Na -0.142 -1.229 -0.238 0.668
O -4.415 0.231 0.357 -0.784
C -4.480 0.329 1.707 0.297
C -5.697 0.673 2.293 -0.613
C -5.798 0.781 3.668 -0.368
C -4.689 0.540 4.472 -0.780
C -3.485 0.191 3.885 -0.286
C -3.352 0.080 2.503 0.231
C -2.046 -0.289 1.853 0.991
O -2.015 -0.290 0.575 -0.880
N -1.099 -0.641 2.689 -1.163
N 0.076 -0.948 2.055 0.907
C 0.761 -1.863 2.617 -0.955
C 2.017 -2.298 1.983 0.706
C 2.970 -3.008 2.713 -0.946
C 4.131 -3.426 2.087 -0.365
C 4.304 -3.142 0.742 -0.883
C 3.297 -2.448 0.088 -0.350
N 2.186 -2.029 0.681 0.492
H -3.427 0.016 0.178 0.348
H -6.550 0.843 1.647 0.394
H -6.748 1.049 4.116 0.371
H -4.766 0.620 5.548 0.382
H -2.609 -0.009 4.488 0.459
H 0.428 -2.357 3.529 0.288
H 2.790 -3.218 3.760 0.474
H 4.886 -3.971 2.639 0.405
H 5.188 -3.455 0.203 0.434
H 3.386 -2.219 -0.970 0.498
Cl -1.611 -6.001 -5.875 -0.274
C -1.353 -5.157 -4.369 0.230
C -1.895 -5.688 -3.187 -0.645
C -1.693 -5.046 -2.002 0.334
Cl -2.356 -5.723 -0.550 -0.238
C -0.931 -3.817 -1.859 0.027
O -0.742 -3.301 -0.739 -0.597
C -0.428 -3.304 -3.117 1.025
C 0.299 -2.068 -3.253 -0.255
O 0.549 -1.209 -2.415 -0.494
C -0.640 -3.996 -4.328 -1.005
H -2.467 -6.606 -3.215 0.429
H 0.664 -1.900 -4.288 0.183
H -0.232 -3.583 -5.244 0.357
N -5.469 2.129 -1.478 -0.240
C -4.608 2.679 -2.330 -0.465
S -5.049 3.481 -3.704 -0.357
C -3.181 2.563 -1.919 0.689
C -2.239 2.000 -2.771 -0.794
C -0.932 1.894 -2.329 -0.359
N -0.514 2.336 -1.142 0.089
C -1.425 2.861 -0.331 -0.282
C -2.766 2.987 -0.664 -0.418
H -6.446 2.167 -1.716 0.218
H -5.158 1.532 -0.708 0.269
H -2.527 1.645 -3.751 0.456
H -0.185 1.405 -2.947 0.355
H -1.072 3.178 0.646 0.350
H -3.468 3.404 0.047 0.459
C 4.786 3.403 1.184 -0.928
N 4.757 1.958 1.401 0.079
C 4.994 1.297 0.118 -0.974
N 4.081 1.704 -0.947 0.131
C 4.142 3.155 -1.080 -1.000
N 3.865 3.885 0.158 0.059
C 2.465 3.695 0.572 -1.046
P 1.989 1.928 0.908 0.701
C 3.467 1.539 1.971 -0.868
C 2.707 1.259 -0.664 0.193
H 5.800 3.674 0.878 0.321
H 4.564 3.906 2.128 0.390
H 4.920 0.217 0.258 0.359
H 6.014 1.537 -0.199 0.317
H 3.429 3.471 -1.844 0.392
H 5.150 3.424 -1.409 0.327
H 1.806 4.075 -0.213 0.397
H 2.275 4.296 1.465 0.485
H 3.493 0.460 2.153 0.306
H 3.341 2.014 2.948 0.444
H 2.050 1.558 -1.483 0.441
H 2.679 0.170 -0.629 -0.546
```

## Properties
Relative energy (zero: lowest compared OMol25 entry of this formula, charge and spin) (eV): 0.000
Maximum force (eV/Å): 0.6
E_HOMO (Eh): -0.1852
2S+1: 1
Charge: -1
HOMO-LUMO gap (eV): 7.056